# 1
{
  "formula": "C33H87NO27S9",
  "method": "ωB97M-V with the def2-TZVPD basis set",
  "e_lumo_ev": -0.2,
  "e_tot_ha": -6979.2917,
  "spin_multiplicity": 1,
  "homo_lumo_gap_ev": 8.31,
  "species": ["C", "C", "O", "S", "C", "O", "O", "H", "H", "H", "H", "H", "H", "H", "H", "C", "C", "O", "S", "C", "O", "O", "H", "H", "H", "H", "H", "H", "H", "H", "C", "C", "O", "S", "C", "O", "O", "H", "H", "H", "H", "H", "H", "H", "H", "C", "C", "O", "S", "C", "O", "O", "H", "H", "H", "H", "H", "H", "H", "H", "C", "C", "O", "S", "C", "O", "O", "H", "H", "H", "H", "H", "H", "H", "H", "C", "C", "O", "S", "C", "O", "O", "H", "H", "H", "H", "H", "H", "H", "H", "C", "C", "O", "S", "C", "O", "O", "H", "H", "H", "H", "H", "H", "H", "H", "C", "C", "O", "S", "C", "O", "O", "H", "H", "H", "H", "H", "H", "H", "H", "C", "C", "O", "S", "C", "O", "O", "H", "H", "H", "H", "H", "H", "H", "H", "C", "C", "N", "C", "C", "C", "C", "H", "H", "H", "H", "H", "H", "H", "H", "H", "H", "H", "H", "H", "H", "H"],
  "coordinates": [[27.08619, -22.60601, 13.24000], [27.13712, -22.21244, 11.76688], [28.45638, -21.85300, 11.32768], [29.18983, -22.98353, 10.37304], [28.59104, -22.39639, 8.78625], [30.59116, -22.68447, 10.46357], [28.66147, -24.29118, 10.63976], [26.08959, -22.90515, 13.56720], [27.51462, -21.83697, 13.88288], [27.69286, -23.49189, 13.44878], [26.78006, -23.11218, 11.26274], [26.44071, -21.40370, 11.56541], [28.64570, -23.25586, 8.12123], [29.21638, -21.55047, 8.52375], [27.54744, -22.10938, 8.89993], [23.40543, -20.89241, 13.21283], [22.39236, -20.22616, 14.09070], [22.98622, -18.99489, 14.57147], [22.07049, -17.66981, 14.69826], [20.90730, -18.25731, 15.94185], [22.88700, -16.67442, 15.33463], [21.39472, -17.38708, 13.45783], [23.06262, -21.82550, 12.76394], [24.35556, -21.01687, 13.73072], [23.64796, -20.23933, 12.37037], [21.51214, -19.99030, 13.47630], [21.98921, -20.73311, 14.96665], [21.46162, -18.57337, 16.82417], [20.18583, -19.00116, 15.61863], [20.35236, -17.35957, 16.22565], [23.16014, -15.71859, 19.56584], [23.03771, -17.07250, 18.87340], [22.35998, -17.90812, 19.83984], [22.29656, -19.51059, 19.54358], [23.79726, -19.91251, 20.49854], [21.16478, -20.05709, 20.23294], [22.44975, -19.69917, 18.11136], [22.19645, -15.20995, 19.54040], [23.81075, -15.08183, 18.95682], [23.57797, -15.68412, 20.56850], [22.51189, -17.03099, 17.92166], [24.02292, -17.53062, 18.73784], [23.91353, -20.98772, 20.38573], [23.68417, -19.60379, 21.53086], [24.58598, -19.36992, 19.98208], [17.87623, -13.18356, 17.99179], [19.11421, -13.74815, 17.33290], [20.28484, -13.32522, 18.04333], [21.67049, -14.06639, 17.68324], [21.96137, -13.59508, 15.95942], [22.68752, -13.50572, 18.52619], [21.41690, -15.48181, 17.74539], [17.79235, -12.09276, 18.02368], [17.75437, -13.46200, 19.04176], [16.93911, -13.46236, 17.50529], [19.05001, -14.83480, 17.32267], [19.18941, -13.30920, 16.33515], [21.34336, -14.25540, 15.35497], [23.02558, -13.68281, 15.77336], [21.57483, -12.58568, 15.82742], [21.32580, -18.90335, 10.36099], [21.76523, -20.28193, 9.86838], [23.04282, -20.14436, 9.20704], [23.85564, -21.50062, 8.90219], [22.87539, -22.05634, 7.47197], [25.17963, -21.25254, 8.38188], [23.77774, -22.41222, 10.01863], [22.10785, -18.27549, 10.77694], [20.46264, -19.00259, 11.01683], [20.95307, -18.37608, 9.47558], [21.72672, -20.94865, 10.73228], [21.08926, -20.68897, 9.11512], [22.74910, -21.15766, 6.87175], [21.88372, -22.36455, 7.79923], [23.37737, -22.85856, 6.94258], [24.26432, -15.38109, 12.63351], [24.52627, -16.46420, 11.61110], [24.72508, -17.71886, 12.26431], [26.23433, -18.29300, 12.48331], [26.58486, -18.82776, 10.82114], [27.04434, -17.16506, 12.86474], [26.16059, -19.50277, 13.25535], [23.29027, -15.42461, 13.11078], [24.30480, -14.42655, 12.09538], [25.04746, -15.34294, 13.38856], [23.64493, -16.57945, 10.97384], [25.35947, -16.25218, 10.93753], [25.72947, -19.29808, 10.33906], [27.48400, -19.43718, 10.82794], [26.68134, -17.91614, 10.22730], [25.53716, -18.23114, 16.19402], [26.12662, -19.61624, 16.22619], [25.83882, -20.12964, 17.53867], [25.92100, -21.75934, 17.69257], [24.39497, -22.16277, 16.83702], [27.07509, -22.22151, 16.97785], [25.72601, -22.06816, 19.07819], [24.45026, -18.20024, 16.26503], [25.82040, -17.65962, 15.30855], [25.92226, -17.67756, 17.05575], [25.73446, -20.19755, 15.38681], [27.21134, -19.62157, 16.09878], [23.83946, -22.90265, 17.41594], [24.61038, -22.68073, 15.90500], [23.72941, -21.30777, 16.75912], [23.38118, -25.90400, 11.60200], [22.28605, -24.92570, 12.04416], [22.50992, -24.66107, 13.42744], [21.34868, -23.88996, 14.25389], [20.53389, -25.27007, 15.06077], [22.02398, -23.15596, 15.29001], [20.39438, -23.28783, 13.35539], [24.36381, -25.48275, 11.82258], [23.35325, -26.07957, 10.52845], [23.23373, -26.82439, 12.16358], [22.26264, -24.01851, 11.44457], [21.38124, -25.53189, 11.92452], [19.87414, -24.85514, 15.81495], [21.28946, -25.93197, 15.48699], [20.09708, -25.93702, 14.31714], [15.20368, -15.39986, 12.55174], [16.54696, -15.65454, 13.18196], [17.37526, -14.52520, 12.83163], [18.89643, -14.58491, 13.41499], [19.70365, -15.47477, 12.09222], [19.41337, -13.25065, 13.42415], [18.90562, -15.37447, 14.63369], [14.79935, -14.42704, 12.83436], [14.48356, -16.20007, 12.70305], [15.35405, -15.28680, 11.47308], [16.47043, -15.78404, 14.26087], [17.00014, -16.54951, 12.74853], [19.30049, -16.48418, 12.06380], [20.77126, -15.41871, 12.26781], [19.42233, -14.99206, 11.15721], [18.07293, -19.10371, 13.90416], [17.84011, -20.46151, 14.58198], [17.25675, -20.33569, 15.90286], [15.92310, -19.71937, 15.97159], [15.74276, -18.98718, 17.29532], [17.29145, -21.55935, 16.67204], [18.65703, -21.98198, 17.23974], [17.11460, -18.66998, 13.62085], [18.74553, -19.17813, 13.04949], [18.54605, -18.42162, 14.60816], [17.32391, -21.18171, 13.92743], [18.81491, -20.94891, 14.68701], [15.81093, -18.99763, 15.15800], [15.11478, -20.42318, 15.72969], [15.86768, -19.60617, 18.17980], [16.40294, -18.12453, 17.37516], [14.72907, -18.57492, 17.24847], [16.99550, -22.39918, 16.01279], [16.50770, -21.65157, 17.42433], [19.36836, -21.98237, 16.40977], [18.68589, -22.96606, 17.70482], [19.04178, -21.26617, 17.96870]]
}

---

# 2
{
  "formula": "C33H90AlClF2N13O21P4S2",
  "method": "ωB97M-V with the def2-TZVPD basis set",
  "e_lumo_ev": -8.6,
  "e_tot_ha": -6666.7669,
  "total_charge": 1,
  "spin_multiplicity": 1,
  "homo_lumo_gap_ev": 1.24,
  "species": ["Al", "N", "S", "O", "O", "F", "S", "O", "O", "F", "Cl", "O", "O", "O", "O", "O", "P", "N", "C", "C", "N", "C", "C", "N", "C", "C", "H", "H", "H", "H", "H", "H", "H", "H", "H", "H", "H", "H", "H", "H", "H", "H", "H", "H", "O", "P", "N", "C", "C", "N", "C", "C", "N", "C", "C", "H", "H", "H", "H", "H", "H", "H", "H", "H", "H", "H", "H", "H", "H", "H", "H", "H", "H", "O", "P", "N", "C", "C", "N", "C", "C", "N", "C", "C", "H", "H", "H", "H", "H", "H", "H", "H", "H", "H", "H", "H", "H", "H", "H", "H", "H", "H", "O", "P", "N", "C", "C", "N", "C", "C", "N", "C", "C", "H", "H", "H", "H", "H", "H", "H", "H", "H", "H", "H", "H", "H", "H", "H", "H", "H", "H", "C", "O", "C", "O", "O", "C", "H", "H", "H", "H", "H", "H", "C", "O", "C", "O", "O", "C", "H", "H", "H", "H", "H", "H", "C", "O", "C", "O", "O", "C", "H", "H", "H", "H", "H", "H"],
  "coordinates": [[-0.60737, -2.50051, 2.34592], [0.49607, -1.50953, 0.10435], [0.33185, -0.16802, -0.74252], [-0.61563, -0.33324, -1.80384], [1.38093, 0.80965, -0.77059], [-0.65962, 0.51400, 0.35626], [1.64003, -2.10984, -0.96887], [2.95942, -1.60246, -0.67124], [1.30801, -2.55755, -2.29579], [1.57166, -3.54427, -0.24137], [0.88667, -6.04007, 2.34421], [0.48883, -5.33423, 1.15084], [0.95358, -5.09235, 3.42524], [-0.09034, -7.04637, 2.69115], [2.15263, -6.69710, 2.26588], [6.48510, -7.09560, -2.81199], [5.58065, -6.33896, -1.92640], [5.21539, -4.80445, -2.59197], [5.00375, -3.58920, -1.85975], [5.07348, -4.71773, -4.02227], [6.25165, -6.00846, -0.40391], [6.07734, -6.79881, 0.81004], [7.52951, -5.32612, -0.54423], [4.05531, -7.02886, -1.64134], [3.36272, -7.71401, -2.72477], [3.13415, -6.24523, -0.82017], [4.31610, -2.88955, -2.34214], [5.89734, -2.95238, -1.82069], [4.55225, -3.90661, -0.92152], [5.57720, -5.53166, -4.54186], [5.60606, -3.84054, -4.40975], [4.03259, -4.58090, -4.33122], [6.82853, -7.58582, 0.89806], [6.31861, -6.13804, 1.65040], [5.04370, -7.08863, 0.98297], [7.40010, -4.27065, -0.79123], [8.06718, -5.34314, 0.40542], [8.22128, -5.80013, -1.24407], [2.66106, -8.44377, -2.32319], [2.84388, -7.02154, -3.39502], [4.08441, -8.23831, -3.35203], [2.57803, -5.46088, -1.34341], [3.69403, -5.80669, 0.00678], [2.35593, -6.86457, -0.36868], [-3.30414, 3.70249, 2.95142], [-4.71739, 3.51128, 2.59460], [-4.71934, 2.71634, 1.08038], [-3.50429, 1.99386, 0.71346], [-5.91715, 2.08060, 0.58725], [-5.59890, 4.96866, 2.39629], [-6.72848, 5.22903, 1.51176], [-4.98790, 6.20921, 2.89212], [-5.55513, 2.47975, 3.61720], [-6.93519, 2.75865, 4.05047], [-4.92050, 1.50176, 4.50190], [-2.61955, 2.58965, 0.48150], [-3.71522, 1.42298, -0.19146], [-3.18132, 1.34097, 1.53038], [-6.78720, 2.72961, 0.66227], [-6.06657, 1.16940, 1.18492], [-5.79198, 1.68211, -0.42128], [-6.54970, 4.73683, 0.55344], [-7.67477, 4.97967, 1.99854], [-6.81122, 6.28965, 1.27610], [-4.27839, 6.65755, 2.19543], [-5.77630, 6.89630, 3.19310], [-4.41389, 5.99103, 3.79511], [-7.47124, 1.87332, 4.38974], [-6.93721, 3.43805, 4.90774], [-7.39622, 3.18255, 3.15949], [-5.49483, 0.57383, 4.57592], [-4.85568, 1.89691, 5.51776], [-3.96241, 1.15383, 4.11698], [-1.93033, 4.09462, -6.26624], [-3.04853, 3.43540, -5.54929], [-4.01432, 4.42575, -4.57726], [-5.14549, 5.13332, -5.25810], [-3.37163, 5.13212, -3.43874], [-2.56115, 2.31307, -4.35151], [-3.29763, 1.78128, -3.21719], [-1.17482, 1.81881, -4.41508], [-3.96319, 2.43308, -6.51235], [-3.56634, 2.19292, -7.89282], [-5.14928, 1.73836, -6.00942], [-5.77806, 5.46903, -4.44004], [-5.73882, 4.40890, -5.81538], [-4.69821, 5.87634, -5.91567], [-3.99010, 5.83629, -2.89069], [-2.45592, 5.59491, -3.81107], [-3.00372, 4.40523, -2.71201], [-3.05643, 0.71671, -3.12899], [-2.77748, 2.14472, -2.31848], [-4.36108, 1.98430, -3.19785], [-0.59495, 2.65323, -4.01454], [-1.04411, 0.90137, -3.84936], [-0.94359, 1.70609, -5.47553], [-3.19986, 1.16904, -7.98257], [-4.36559, 2.33110, -8.62822], [-2.85390, 2.92770, -8.26359], [-4.85048, 0.68897, -5.91790], [-6.01994, 1.72547, -6.66527], [-5.41672, 2.16454, -5.04683], [1.99658, -2.03115, 3.60249], [3.41369, -2.10363, 4.00082], [4.34105, -0.69655, 3.69646], [4.09833, 0.04935, 2.46555], [5.42213, -0.26704, 4.57013], [4.36661, -3.28546, 3.18139], [3.95383, -3.70043, 1.84413], [5.81212, -3.37653, 3.49251], [3.61392, -2.40445, 5.62769], [3.22461, -1.33769, 6.57078], [3.44975, -3.74430, 6.19494], [4.55189, 1.02987, 2.60056], [3.04126, 0.16188, 2.22579], [4.57601, -0.47539, 1.63054], [6.16342, 0.22296, 3.93864], [5.81860, -1.17595, 5.01777], [5.06418, 0.41738, 5.34237], [4.22110, -4.75456, 1.72845], [2.91259, -3.47604, 1.63010], [4.58396, -3.18437, 1.10593], [5.81845, -3.72084, 4.52357], [6.24970, -4.11596, 2.82059], [6.37405, -2.47291, 3.25224], [3.89333, -1.29038, 7.42444], [3.28135, -0.42625, 5.97337], [2.15370, -1.44184, 6.75789], [3.80782, -4.61192, 5.64263], [2.36434, -3.83168, 6.30784], [3.92054, -3.82560, 7.17542], [1.02873, 4.34218, -2.26875], [-0.05539, 5.21470, -2.00821], [-0.78045, 4.98417, -0.92392], [-0.58404, 4.10420, -0.12075], [-1.77303, 5.87665, -0.89889], [-2.70120, 5.74695, 0.17719], [0.80718, 3.73576, -3.14974], [1.33117, 3.66004, -1.47806], [1.92780, 4.86033, -2.60473], [-2.68504, 4.70654, 0.50539], [-3.73349, 5.86318, -0.15139], [-2.44927, 6.36700, 1.03313], [3.44798, 2.88601, 0.41624], [2.52616, 3.38798, 1.38810], [2.38438, 4.71680, 1.39857], [3.12640, 5.51512, 0.87679], [1.46458, 5.06395, 2.28319], [1.15121, 6.40207, 2.55170], [3.35117, 3.22113, -0.61153], [3.38627, 1.82248, 0.62865], [4.44891, 3.18454, 0.74637], [0.19549, 6.49203, 3.06100], [1.17657, 7.01152, 1.64705], [1.89492, 6.83727, 3.22558], [-4.92968, -1.42947, 0.85847], [-4.68024, -2.00937, -0.41548], [-3.42356, -2.37998, -0.73985], [-2.57279, -2.66381, 0.06801], [-3.44120, -2.65552, -2.01692], [-2.31314, -3.30074, -2.64305], [-4.33287, -0.54230, 1.06990], [-4.61933, -2.24807, 1.51345], [-5.96860, -1.13415, 0.96772], [-2.58299, -3.35459, -3.69215], [-1.97529, -4.19817, -2.13374], [-1.53641, -2.53222, -2.57662]]
}